Below is a structure of composition C56H54Cl3FN6O5SSnTe in a non-equilibrium geometry, with properties calculated with ωB97M-V with the def2-TZVPD basis set.

Calculated values
ΔE to the lowest compared entry with this formula, charge and spin, kcal/mol: 780.8
HOMO-LUMO gap (spin up / spin down), eV: 2.85 / 2.71
Multiplicity: 2
Net charge: +1

Each line ends with the Mulliken spin population.
Cartesian coordinates (Å):
Sn -1.54045 -1.55137 -0.67883  0.000
F 4.07310 2.28509 -1.90789  0.018
C 2.75069 2.56926 -1.75072  0.006
C 1.82434 1.89059 -2.42349  -0.002
C 0.41710 2.07839 -2.02120  0.003
C -0.36254 0.99525 -1.70863  -0.001
O -0.22733 -0.24313 -2.02157  0.000
C -2.80876 1.79999 -1.34524  0.000
C -2.89689 3.17235 -0.67804  0.000
N -0.99424 4.24239 -2.08904  0.001
C -0.61437 5.52359 -2.62353  0.000
C -1.56434 6.64312 -2.89974  0.000
C -0.57502 6.77951 -1.77589  0.000
C 0.08730 3.47997 -1.61093  0.000
C 1.04746 4.10145 -0.89816  -0.001
C 2.32809 3.43012 -0.60299  0.003
N 4.49823 4.46912 -0.33573  0.048
C 5.35547 5.97705 -1.78618  -0.002
C 6.04712 7.36261 -1.15753  0.018
N 7.45462 6.70292 -0.49513  0.116
C 6.58691 5.18453 0.18554  0.123
C 6.14656 3.58084 -1.70000  0.558
C -3.85083 0.72566 -1.05985  0.000
O -5.01056 1.02187 -0.93541  0.000
O -3.36150 -0.50223 -0.91716  0.000
H 2.08279 1.13752 -3.15638  0.000
H -3.88468 3.47286 -0.33799  0.000
H 0.20933 5.41605 -3.32366  0.000
H -2.60408 6.53983 -2.63173  0.000
H -1.40177 7.20589 -3.80840  0.000
H -0.97953 6.71932 -0.77310  0.000
H 0.27955 7.43979 -1.86740  0.000
H 1.00312 5.16306 -0.71212  0.000
H 4.24232 6.22902 -1.74632  0.006
H 5.36628 6.09452 -2.86925  -0.004
H 5.49916 7.74535 -0.30494  0.004
H 6.24243 8.09845 -1.92708  -0.008
H 8.14608 7.28815 -0.03193  -0.016
H 7.80494 6.15640 -1.27299  0.003
H 6.38545 5.34347 1.24791  -0.003
H 7.52954 4.64122 0.39112  0.000
H 6.97188 3.12192 -2.20746  0.036
H 6.76205 5.13622 -1.43805  0.027
Cl 5.72721 4.76074 -0.96314  0.037
C 3.27687 4.20840 0.34458  -0.001
C 2.71705 2.82372 0.77458  0.005
C 1.60342 2.85121 1.70766  0.002
C 0.85556 3.95437 1.89825  0.000
C -0.57228 3.85718 2.44354  0.000
C -1.62780 4.20019 1.36428  0.000
N -1.86586 3.13499 0.40132  0.001
C -2.42955 3.78946 -2.04372  0.000
C -2.71044 2.45754 -2.62889  0.000
N -1.42555 1.29683 -0.79413  0.000
C -1.05327 2.14497 0.15949  0.001
O -0.91289 2.55725 2.87696  0.000
C -0.53637 2.18655 4.19964  0.000
C -0.92591 0.74646 4.35264  0.000
C -0.22317 -0.33897 3.92666  0.000
Cl 1.36952 -0.40098 3.28424  0.000
S -1.08182 -1.81330 4.13594  0.000
C -2.42571 -0.98097 4.79482  0.000
C -2.20449 0.35427 4.85493  0.000
C 1.50952 5.23942 1.66567  0.006
Cl 0.77164 6.66138 2.34330  0.000
C 2.71793 5.34853 1.08885  0.019
H 3.39592 1.98065 0.78868  0.002
H 1.29934 1.90210 2.12523  -0.001
H -0.70284 4.58470 3.25162  0.000
H -1.31911 5.09746 0.81949  0.000
H -2.57476 4.40116 1.86810  0.000
H -3.03377 4.62057 -2.41174  0.000
H -2.48757 2.06094 -3.60721  0.000
H -0.14211 1.99294 0.70491  -0.001
H -1.09719 2.78754 4.92260  0.000
H 0.53423 2.34951 4.36028  0.000
H -3.29372 -1.53958 5.10435  0.000
H -2.92187 1.05505 5.25744  0.000
H 3.27695 6.27389 1.09552  -0.002
C 3.34718 -8.87834 1.67881  0.000
C 2.30668 -7.83255 1.39246  0.000
C 1.74122 -7.08896 2.42338  0.000
C 0.76992 -6.12953 2.18514  0.000
C 0.27393 -5.29409 3.34072  0.000
C 0.33496 -5.93345 0.86049  0.000
Te -1.11765 -4.39282 0.73291  0.000
N -1.77528 -3.85438 -1.08937  0.000
C -2.36771 -4.92926 -1.72418  0.000
O -2.33384 -6.04806 -1.22036  0.000
C -3.01419 -4.66969 -3.03857  0.000
C -2.86540 -3.45578 -3.70702  0.000
C -3.45486 -3.26853 -4.94536  0.000
C -4.19941 -4.28890 -5.51967  0.000
C -4.36321 -5.49475 -4.85057  0.000
C -3.77062 -5.68607 -3.61406  0.000
C -2.82029 -5.36201 1.51158  0.000
C -2.79888 -6.73863 1.69379  0.000
C -3.93026 -7.38072 2.16152  0.000
C -5.06982 -6.64040 2.44864  0.000
C -5.07137 -5.26657 2.27741  0.000
C -3.94696 -4.59341 1.80016  0.000
C -4.00266 -3.09982 1.59881  0.000
C 0.94280 -6.60241 -0.20268  0.000
C 0.67118 -6.30053 -1.65147  0.000
C 1.90659 -7.56149 0.09461  0.000
H 3.76105 -8.75828 2.67840  0.000
H 4.15951 -8.83070 0.95431  0.000
H 2.90537 -9.87440 1.61297  0.000
H 2.08034 -7.25126 3.43997  0.000
H 0.70219 -5.65191 4.27470  0.000
H -0.81418 -5.32299 3.43935  0.000
H 0.58087 -4.25338 3.21303  0.000
H -2.27750 -2.66153 -3.26604  0.000
H -3.33363 -2.32656 -5.46295  0.000
H -4.65536 -4.14402 -6.49012  0.000
H -4.95308 -6.28346 -5.29798  0.000
H -3.88701 -6.61887 -3.07939  0.000
H -1.90832 -7.30147 1.44334  0.000
H -3.92611 -8.45398 2.29524  0.000
H -5.96220 -7.13675 2.80615  0.000
H -5.96267 -4.69602 2.50792  0.000
H -4.76394 -2.65553 2.23750  0.000
H -4.26132 -2.85276 0.56560  0.000
H -3.04447 -2.62690 1.83203  0.000
H -0.00545 -5.46370 -1.77088  0.000
H 0.24016 -7.16734 -2.15212  0.000
H 1.60974 -6.05604 -2.15059  0.000
H 2.37182 -8.09522 -0.72718  0.000


Below is a structure of composition C56H54N6OP2S3Ti, with properties calculated with ωB97M-V with the def2-TZVPD basis set.

Calculated values
ΔE to the lowest compared entry with this formula, charge and spin, kcal/mol: 0.0
HOMO-LUMO gap, eV: 5.44
Net charge: -2

Each line ends with the Mulliken charge.
Cartesian coordinates (Å):
Ti 0.19697 -0.35520 0.92774  -2.182
S -2.65555 0.72382 -1.44489  -0.580
P -3.03605 -0.69930 -0.14854  2.390
C -1.72368 -1.28734 0.79303  0.686
P -1.43157 -2.73648 1.59381  2.524
S 0.37033 -2.49936 2.46755  -0.883
C -1.36189 -4.26756 0.60979  0.602
C -1.11338 -4.16940 -0.74877  0.621
C -0.96951 -5.32101 -1.51417  -0.938
C -1.07145 -6.56729 -0.92075  -0.664
C -1.29226 -6.66977 0.45121  -0.747
C -1.42908 -5.52430 1.21512  -0.644
C -2.65605 -3.21420 2.88378  -0.072
C -2.44900 -2.86516 4.21449  -0.585
C -3.42956 -3.10020 5.16973  -0.585
C -4.62805 -3.69815 4.80398  -0.665
C -4.83175 -4.07340 3.48253  -0.671
C -3.85145 -3.83567 2.53090  -0.518
C -4.37140 -0.13573 0.98912  -0.012
C -5.52986 0.42124 0.44762  -0.803
C -6.55961 0.84010 1.27307  -0.724
C -6.44129 0.71711 2.65491  -0.589
C -5.28720 0.17923 3.20101  -1.278
C -4.25734 -0.24464 2.36685  0.691
C -3.90161 -2.07388 -1.01727  0.210
C -3.45678 -2.41197 -2.29427  -0.330
C -4.03153 -3.47194 -2.97732  -0.611
C -5.06428 -4.20104 -2.40087  -0.668
C -5.52331 -3.86050 -1.13699  -0.404
C -4.94421 -2.80003 -0.44895  -0.829
H -0.96245 -3.19758 -1.20765  -0.475
H -0.75604 -5.22426 -2.57167  0.469
H -0.96025 -7.46575 -1.51741  0.361
H -1.34747 -7.64455 0.92226  0.392
H -1.58450 -5.60247 2.28504  0.463
H -1.49942 -2.42506 4.49580  0.306
H -3.25424 -2.81899 6.20155  0.408
H -5.39686 -3.87828 5.54606  0.359
H -5.75827 -4.55290 3.18928  0.408
H -4.01271 -4.13959 1.50415  0.771
H -5.60005 0.53505 -0.62791  0.385
H -7.45577 1.27205 0.84279  0.377
H -7.24609 1.04935 3.30069  0.358
H -5.18244 0.08438 4.27553  0.467
H -3.34830 -0.66408 2.78199  0.224
H -2.64048 -1.84648 -2.73478  0.166
H -3.66287 -3.73369 -3.96207  0.448
H -5.50849 -5.03359 -2.93430  0.345
H -6.33560 -4.41858 -0.68443  0.382
H -5.31555 -2.53259 0.53399  0.427
C 1.53378 6.23826 -2.48148  -0.970
C 2.24370 6.01586 -1.14300  -1.029
C 3.44049 5.10210 -1.26586  0.702
C 4.61071 5.63536 -1.80546  -0.382
C 5.74845 4.86888 -1.96000  -1.327
C 5.72962 3.53699 -1.55982  -0.510
C 4.59448 2.96915 -1.00533  1.065
C 4.56197 1.52675 -0.55020  1.349
C 5.48157 0.58521 -1.32180  -1.496
C 3.43250 3.75711 -0.86631  -0.016
N 2.35064 3.18257 -0.18092  0.197
C 1.17642 3.17998 -0.66498  -0.302
C -0.02722 2.81426 0.08527  -1.205
C -1.03798 3.74609 0.26479  -0.514
C -1.91514 3.22169 1.23568  -1.698
C -1.41784 1.97949 1.55362  -0.174
N -0.26309 1.70785 0.85902  1.700
H 0.67296 6.90085 -2.36214  0.387
H 1.19057 5.29856 -2.91551  0.063
H 2.21505 6.68604 -3.20834  0.352
H 1.53941 5.62489 -0.40843  0.304
H 2.58864 6.98347 -0.76321  0.559
H 4.61323 6.67794 -2.10973  0.389
H 6.64721 5.29960 -2.38591  0.319
H 6.61897 2.93290 -1.68825  0.248
H 3.53676 1.15564 -0.61580  -1.233
H 4.82082 1.47977 0.51473  0.467
H 5.22777 0.57905 -2.38464  0.192
H 5.36674 -0.42925 -0.94011  0.261
H 6.53589 0.85698 -1.22791  0.489
H 0.97989 3.59484 -1.65754  0.310
H -1.09901 4.70173 -0.23660  0.553
H -2.83250 3.65432 1.60372  0.418
H -1.86781 1.22066 2.17592  0.039
S 0.23984 -1.82117 -2.90462  -0.467
C 0.89097 -0.79521 -1.68060  -0.078
N 1.08497 0.49483 -1.77789  0.301
N 0.52192 1.03895 -2.91650  -0.063
C 1.15673 1.93345 -3.70484  -0.593
C 0.45044 2.60101 -4.72680  -0.639
C 1.08823 3.52940 -5.52814  -0.403
C 2.43255 3.84382 -5.34355  -1.035
C 3.13301 3.18705 -4.33605  0.101
C 2.51960 2.23796 -3.53963  0.221
N 1.17860 -1.40132 -0.42914  -0.081
N 2.05182 -0.70717 0.44978  1.416
C 3.16594 -1.43571 0.79866  -0.166
C 3.85154 -1.18769 1.99888  0.063
C 5.01199 -1.87508 2.31130  -0.844
C 5.52167 -2.84496 1.45590  -0.616
C 4.82764 -3.12361 0.28308  -0.668
C 3.67173 -2.43865 -0.04680  -0.401
H -0.30871 0.56203 -3.25281  0.182
H -0.60322 2.38561 -4.86278  0.432
H 0.51926 4.03071 -6.30451  0.336
H 2.91753 4.58827 -5.96298  0.374
H 4.17831 3.41739 -4.15962  0.362
H 3.06187 1.70747 -2.77163  0.310
H 3.44858 -0.47317 2.70214  0.042
H 5.51635 -1.66087 3.24777  0.403
H 6.42881 -3.38192 1.70549  0.354
H 5.19527 -3.88923 -0.39156  0.378
H 3.12803 -2.65981 -0.95594  0.383
C 2.49130 1.89305 2.49417  -0.576
O 1.61243 1.26619 3.45997  -0.371
C 0.70847 0.45192 3.04053  0.874
C -0.23509 0.17652 4.17898  -1.325
H 2.51659 1.31746 1.57387  0.004
H 3.47119 1.96807 2.96173  0.336
H 2.07901 2.87558 2.29261  0.476
H -1.10372 -0.38001 3.83560  0.002
H -0.54023 1.13151 4.61450  0.381
H 0.28036 -0.40859 4.94558  0.300